[1]
{
  "formula": "C3H9N2O2",
  "method": "ωB97M-V/def2-TZVPD",
  "de_lowest_kj_mol": 77.0,
  "charge": 1,
  "lumo_energy_ev": -2.88,
  "elements": ["C", "C", "N", "C", "N", "H", "H", "H", "H", "H", "H", "H", "O", "H", "H", "O"],
  "xyz": [[1.6751, -0.9401, -1.6470], [0.6183, -1.6964, -1.2646], [-0.2751, -0.8173, -0.6649], [0.2757, 0.3882, -0.5539], [1.4191, 0.3466, -1.2406], [2.3681, -1.1228, -2.4433], [0.2514, -2.6286, -1.6406], [-1.0133, -1.0291, -0.0202], [-0.1051, 1.2593, -0.0399], [2.0286, 1.1394, -1.3081], [0.5440, 1.6149, 2.5119], [0.3597, 2.9957, 1.9853], [0.2842, 2.0771, 1.7045], [-2.8582, -0.3729, 2.3304], [-3.0374, -0.4399, 0.7713], [-2.5352, -0.7741, 1.5199]],
  "atomic_forces_ev_per_a": [[-0.554, -0.077, -1.012], [-0.728, 0.867, -0.689], [0.834, 0.467, 1.211], [0.313, -0.168, -1.222], [-0.354, 0.144, 1.019], [0.578, -0.276, 0.300], [0.330, -0.501, 0.295], [-0.722, -0.577, 0.222], [-0.046, -0.270, 0.090], [0.309, 0.145, -0.168], [-0.069, -0.251, -0.139], [-0.113, 0.207, -0.233], [0.214, 0.255, 0.598], [-0.191, 0.142, -0.122], [-0.491, 0.187, 0.413], [0.688, -0.294, -0.563]]
}

[2]
{
  "formula": "C3H9N2O2",
  "method": "ωB97M-V/def2-TZVPD",
  "de_lowest_kj_mol": 352.1,
  "charge": 1,
  "lumo_energy_ev": -4.13,
  "elements": ["C", "C", "C", "N", "N", "O", "O", "H", "H", "H", "H", "H", "H", "H", "H", "H"],
  "xyz": [[0.5979, 0.9984, 0.7702], [-0.4913, -1.6064, -1.3201], [-1.4283, -0.9567, -0.3946], [1.3082, 0.7849, 1.8304], [0.7932, 2.0818, 0.0088], [-1.4285, -1.2075, 0.8808], [-2.2463, -0.0744, -0.8572], [-0.4450, -0.9321, -2.2046], [0.3124, -1.9778, -0.7675], [-0.8775, -2.4151, -1.8734], [1.1519, -0.1419, 2.3807], [1.9144, 1.4050, 2.4323], [0.1900, 1.9765, -0.8654], [1.6384, 2.6760, 0.0067], [-1.0405, -2.0835, 1.1870], [-2.8654, 0.4692, -0.2558]],
  "atomic_forces_ev_per_a": [[-1.013, -0.328, -1.647], [-1.722, 1.707, -1.301], [-0.106, 0.303, 1.391], [1.429, -2.033, 4.217], [-0.961, -0.485, -1.493], [-0.746, -1.160, -0.135], [-0.434, 0.512, 0.643], [1.236, 0.038, 0.921], [1.838, 0.085, 0.300], [-1.274, -1.551, -0.109], [0.151, 2.493, -1.545], [-0.642, -0.345, -1.468], [1.841, 1.061, 1.672], [-0.799, -0.275, -0.037], [-0.262, 1.434, -0.883], [1.463, -1.455, -0.525]]
}

[3]
{
  "formula": "C3H9N2O2S",
  "method": "ωB97M-V/def2-TZVPD",
  "de_lowest_kj_mol": 301.1,
  "charge": 1,
  "lumo_energy_ev": [-5.23, -5.23],
  "elements": ["C", "C", "C", "N", "N", "O", "O", "S", "H", "H", "H", "H", "H", "H", "H", "H", "H"],
  "xyz": [[0.6911, 0.9058, 0.4193], [-1.3165, 1.4180, -0.9444], [-0.8136, -2.2105, 0.3644], [1.7800, 1.0219, 1.1493], [-0.2385, 1.6917, -0.0625], [1.8240, -1.8352, 0.4094], [0.7099, -1.4315, -1.8281], [0.6716, -1.4547, -0.3798], [-1.2283, 0.2816, -1.1441], [-1.3011, 1.9677, -1.8453], [-2.2904, 1.6037, -0.4167], [-1.5680, -2.0719, -0.3861], [-0.5501, -3.1888, 0.4754], [-0.7422, -1.7077, 1.2985], [2.1676, 1.9805, 1.4540], [2.4478, 0.3450, 1.3503], [-0.2435, 2.6847, 0.0864]],
  "atomic_forces_ev_per_a": [[-0.255, -3.656, -1.549], [-1.830, -4.136, 0.821], [1.309, 2.684, -1.568], [-1.258, 5.135, -0.013], [1.940, 1.361, 1.280], [-1.010, 0.317, -0.603], [-0.491, 0.097, 1.875], [1.816, 1.298, -0.102], [-0.577, 1.952, -0.178], [0.391, 0.595, -0.949], [0.868, -0.166, -0.501], [-0.856, 0.310, 0.343], [0.708, -2.874, 0.254], [-1.096, 0.422, 0.855], [-1.115, -1.709, -0.641], [0.699, -2.272, -0.059], [0.757, 0.642, 0.735]]
}

[4]
{
  "formula": "C3H9N2O2S",
  "method": "ωB97M-V/def2-TZVPD",
  "de_lowest_kj_mol": 586.7,
  "charge": 1,
  "lumo_energy_ev": [-5.79, -5.77],
  "elements": ["C", "C", "C", "N", "N", "O", "O", "S", "H", "H", "H", "H", "H", "H", "H", "H", "H"],
  "xyz": [[-0.7221, 0.6733, -0.5211], [1.3126, -0.2478, 1.5150], [-2.4190, -1.6389, -0.5935], [-0.6606, 1.8107, -1.0509], [1.3192, 0.1478, 0.1962], [-3.3728, 0.8220, -0.0782], [-1.7652, -0.2690, 1.5190], [-2.3028, -0.0677, 0.2143], [0.6405, 0.3811, 2.1667], [2.2176, 0.0991, 2.0186], [1.2053, -1.2494, 1.9070], [-2.1498, -2.4595, -0.0012], [-3.4280, -1.8390, -0.9399], [-1.7447, -1.7404, -1.4190], [0.1221, 2.4523, -1.1807], [-1.4329, 2.3787, -1.5570], [1.3501, -0.6033, -0.4826]],
  "atomic_forces_ev_per_a": [[2.400, -1.041, 1.551], [-0.747, 0.531, 3.319], [-0.954, 0.260, -0.913], [-1.758, 2.813, -2.098], [-2.582, 1.459, -2.000], [-0.063, -0.174, -0.192], [-0.292, 0.173, 0.426], [1.345, -0.322, -0.538], [0.203, -0.373, -0.900], [0.767, 0.340, -0.540], [-0.410, -0.693, -0.903], [0.407, -0.733, 1.697], [-0.201, 0.426, -0.102], [0.380, 0.631, -0.776], [1.076, -1.083, 0.488], [0.294, -1.755, 1.488], [0.133, -0.459, -0.009]]
}

[5]
{
  "formula": "C3H9N2O8S2",
  "method": "ωB97M-V/def2-TZVPD",
  "de_lowest_kj_mol": 0.0,
  "charge": -1,
  "lumo_energy_ev": 2.94,
  "elements": ["N", "C", "O", "C", "S", "O", "O", "O", "C", "N", "O", "S", "O", "O", "O", "H", "H", "H", "H", "H", "H", "H", "H", "H"],
  "xyz": [[-0.4572, 1.9267, 0.5466], [-0.2306, 0.5951, 0.9923], [0.9267, 0.1282, 1.6141], [2.1377, 0.4231, 1.0499], [2.6653, -0.7651, -0.2777], [4.1063, -0.7386, -0.1021], [2.0345, -1.9918, 0.1611], [2.2411, -0.4131, -1.6388], [-0.6649, -0.3939, -0.1680], [-0.3510, -0.0363, -1.4505], [-0.5932, -1.7603, 0.0739], [-2.5778, -0.4268, -0.0543], [-3.2306, -1.4928, -0.7920], [-3.0209, -0.2179, 1.3566], [-3.0339, 1.0394, -0.7913], [0.0150, 2.2286, -0.3136], [-1.4496, 1.8880, 0.2873], [-0.9895, 0.3564, 1.7004], [2.4577, 1.5037, 0.8330], [2.9353, 0.2059, 1.8703], [-0.7089, -0.8477, -1.9795], [0.8109, -0.0985, -1.6312], [0.3461, -2.0088, 0.4037], [-3.3683, 0.8966, -1.6901]],
  "atomic_forces_ev_per_a": [[0.249, 1.221, 0.204], [-1.274, -2.185, -1.482], [-0.104, 1.352, 0.045], [3.387, 0.535, 0.816], [1.603, 0.116, 1.077], [-0.189, 0.132, -0.389], [-0.323, -0.783, 0.345], [0.242, 0.752, -0.128], [-0.581, -0.767, 0.642], [2.026, -0.282, -2.115], [1.655, -0.817, 1.522], [-2.932, 1.382, 2.156], [0.861, 0.908, 0.051], [0.998, -0.407, -2.821], [0.137, -1.101, 0.532], [0.013, -0.748, 0.411], [0.446, 0.650, 0.199], [-0.347, 0.297, 0.929], [-1.327, -1.166, -0.277], [-1.373, -0.149, -1.453], [0.371, 0.591, -0.235], [-2.624, 0.140, 0.573], [-1.204, 0.626, -0.812], [0.290, -0.297, 0.209]]
}

[6]
{
  "formula": "C3H9N2OP",
  "method": "ωB97M-V/def2-TZVPD",
  "de_lowest_kj_mol": 327.9,
  "lumo_energy_ev": 0.65,
  "elements": ["C", "C", "C", "N", "N", "O", "P", "H", "H", "H", "H", "H", "H", "H", "H", "H"],
  "xyz": [[0.2993, -0.5461, 0.4682], [0.9170, 1.5862, 0.9704], [-0.6282, 1.3267, -0.8233], [-0.1233, -1.4801, -1.1767], [0.0680, 0.6688, 0.2677], [0.6525, -1.2500, 1.3279], [-0.7979, -3.0016, -0.6592], [1.2327, 1.0122, 1.7850], [1.7176, 1.9073, 0.2910], [0.3725, 2.4409, 1.4178], [-1.4983, 0.8254, -1.1129], [-0.9700, 2.1673, -0.2889], [0.0322, 1.5518, -1.6217], [0.9373, -1.6521, -1.4055], [-1.9868, -2.5221, -0.0124], [-0.2245, -3.0345, 0.5726]],
  "atomic_forces_ev_per_a": [[-1.639, -5.356, -4.227], [-0.337, 1.082, 0.405], [0.288, -0.634, 1.190], [2.593, 1.073, 2.299], [-0.399, 4.000, -0.921], [1.149, -0.326, 1.842], [-0.471, 0.366, -1.027], [1.371, -0.429, 1.344], [-0.041, 0.132, 0.462], [0.163, -0.299, -0.627], [-0.903, -1.171, -0.727], [-0.445, 1.693, -0.158], [0.447, 0.296, -0.849], [-2.567, 0.118, 0.270], [0.090, 0.096, -0.496], [0.701, -0.642, 1.219]]
}

[7]
{
  "formula": "C3H9N2OS",
  "method": "ωB97M-V/def2-TZVPD",
  "de_lowest_kj_mol": 822.1,
  "charge": -1,
  "lumo_energy_ev": [3.82, 3.89],
  "elements": ["C", "C", "C", "N", "N", "O", "S", "H", "H", "H", "H", "H", "H", "H", "H", "H"],
  "xyz": [[-0.8611, 2.5325, -0.1117], [0.9144, 1.1355, 0.5744], [-0.1469, -3.5097, 0.5878], [-0.4562, 1.2832, 0.5063], [-0.2962, -1.4325, -1.2401], [0.8135, -1.4291, -1.8186], [-1.0362, -0.2763, -0.4997], [-1.8840, 2.8853, -0.0730], [-0.1466, 3.3089, 0.3796], [-0.6624, 2.5045, -1.2562], [1.3621, 1.9844, 1.1119], [1.2699, 0.1744, 0.9235], [1.4208, 1.3090, -0.4583], [0.5524, -2.7765, 0.8469], [-1.1985, -3.3759, 0.4295], [0.3552, -4.3177, 0.0977]],
  "atomic_forces_ev_per_a": [[2.674, 0.506, -1.173], [2.930, 1.703, -1.921], [-0.067, -0.998, -0.493], [-2.725, -0.850, 0.200], [2.398, -2.241, -0.522], [0.151, -0.141, -0.721], [-3.312, 2.981, 1.041], [-0.362, -0.487, 0.772], [-1.334, -0.700, -0.984], [0.155, 0.186, 1.365], [0.139, -0.264, 0.667], [-0.170, -0.145, 0.320], [-0.506, -0.579, 0.890], [0.254, 1.363, 0.658], [-0.066, 0.296, 0.205], [-0.159, -0.631, -0.302]]
}

[8]
{
  "formula": "C3H9N2PS",
  "method": "ωB97M-V/def2-TZVPD",
  "de_lowest_kj_mol": 0.0,
  "lumo_energy_ev": 0.88,
  "elements": ["C", "C", "N", "P", "C", "N", "S", "H", "H", "H", "H", "H", "H", "H", "H", "H"],
  "xyz": [[2.3748, 1.3341, 0.2499], [0.8782, 1.2275, -0.0165], [0.3174, 0.0982, 0.2291], [-1.4222, 0.0022, 0.0695], [-1.4680, -1.1133, -1.3588], [-2.0358, -0.9953, 1.4131], [-2.4402, 1.5723, -0.1504], [2.8334, 0.3798, 0.3216], [2.7456, 1.7388, -0.6621], [2.6189, 2.0720, 0.9606], [0.3123, 2.0850, -0.4905], [-2.4617, -1.0287, -1.6910], [-0.7946, -0.9112, -2.1504], [-1.2827, -2.1443, -0.9059], [-1.4683, -1.7890, 1.4375], [-2.2896, -0.6125, 2.2584]],
  "atomic_forces_ev_per_a": [[-1.745, 0.240, -2.029], [0.050, -1.074, 0.408], [-0.924, 1.270, 0.465], [0.623, -1.785, 1.018], [0.075, -1.819, 2.597], [1.108, 1.173, -5.000], [-0.559, 1.442, -0.045], [0.222, -0.785, 0.793], [0.669, 0.545, -0.984], [0.223, 0.536, 1.309], [0.540, -0.632, 0.818], [-1.337, -0.281, -0.616], [0.835, 0.421, -0.450], [-0.221, 1.077, -0.994], [0.834, -1.569, 0.739], [-0.392, 1.241, 1.970]]
}

Repeat the sixth record exactly.
{
  "formula": "C3H9N2OP",
  "method": "ωB97M-V/def2-TZVPD",
  "de_lowest_kj_mol": 327.9,
  "lumo_energy_ev": 0.65,
  "elements": ["C", "C", "C", "N", "N", "O", "P", "H", "H", "H", "H", "H", "H", "H", "H", "H"],
  "xyz": [[0.2993, -0.5461, 0.4682], [0.9170, 1.5862, 0.9704], [-0.6282, 1.3267, -0.8233], [-0.1233, -1.4801, -1.1767], [0.0680, 0.6688, 0.2677], [0.6525, -1.2500, 1.3279], [-0.7979, -3.0016, -0.6592], [1.2327, 1.0122, 1.7850], [1.7176, 1.9073, 0.2910], [0.3725, 2.4409, 1.4178], [-1.4983, 0.8254, -1.1129], [-0.9700, 2.1673, -0.2889], [0.0322, 1.5518, -1.6217], [0.9373, -1.6521, -1.4055], [-1.9868, -2.5221, -0.0124], [-0.2245, -3.0345, 0.5726]],
  "atomic_forces_ev_per_a": [[-1.639, -5.356, -4.227], [-0.337, 1.082, 0.405], [0.288, -0.634, 1.190], [2.593, 1.073, 2.299], [-0.399, 4.000, -0.921], [1.149, -0.326, 1.842], [-0.471, 0.366, -1.027], [1.371, -0.429, 1.344], [-0.041, 0.132, 0.462], [0.163, -0.299, -0.627], [-0.903, -1.171, -0.727], [-0.445, 1.693, -0.158], [0.447, 0.296, -0.849], [-2.567, 0.118, 0.270], [0.090, 0.096, -0.496], [0.701, -0.642, 1.219]]
}